Computed, not measured: C50H54IMoN4OP2S2SiTe as an isolated structure, with ωB97M-V with the def2-TZVPD basis set.

## Properties
total charge	+1
2S+1	3
⟨S²⟩	2.03
frontier orbital gap (alpha / beta)	6.1831 / 5.5389	eV
energy above the lowest of the compared OMol25 structures with the same formula, charge and spin	0.00	kcal/mol

Positions of all 117 atoms, in Å:
1 Mo -22.547 2.308 1.234
2 C -22.306 0.789 5.010
3 C -21.399 0.490 3.884
4 N -21.479 0.773 2.618
5 C -20.409 0.111 1.954
6 C -19.578 -0.598 2.727
7 S -20.062 -0.511 4.361
8 C -20.311 0.181 0.516
9 C -19.536 -0.605 -0.236
10 S -20.013 -0.574 -1.917
11 C -21.158 0.825 -1.567
12 N -21.260 0.952 -0.152
13 C -22.451 0.573 -2.291
14 H -21.729 1.070 5.898
15 H -22.862 -0.104 5.267
16 H -22.970 1.587 4.744
17 H -18.731 -1.168 2.399
18 H -18.716 -1.229 0.025
19 H -22.858 -0.372 -1.903
20 H -22.254 0.435 -3.372
21 H -23.197 1.369 -2.194
22 N -23.007 5.100 -2.097
23 C -22.918 4.538 -0.911
24 O -22.497 3.346 -0.728
25 C -23.350 5.273 0.313
26 C -23.860 4.185 1.291
27 H -22.620 4.632 -2.901
28 H -23.314 6.052 -2.221
29 H -24.119 6.000 0.059
30 H -22.482 5.805 0.700
31 H -24.859 3.913 0.998
32 H -23.991 4.700 2.263
33 I -24.833 -3.096 0.585
34 C -25.065 -1.119 0.012
35 C -26.151 -0.667 -0.703
36 C -26.210 0.683 -0.958
37 C -25.268 1.569 -0.482
38 N -24.232 1.131 0.229
39 C -24.127 -0.183 0.449
40 H -26.912 -1.309 -1.099
41 H -27.062 1.077 -1.511
42 H -25.335 2.624 -0.688
43 H -23.241 -0.519 0.979
44 C -24.261 3.406 4.535
45 Si -24.464 2.319 2.986
46 C -26.257 2.827 2.582
47 C -24.855 0.457 3.374
48 H -24.877 2.991 5.337
49 H -24.622 4.402 4.336
50 H -23.271 3.483 4.960
51 H -26.947 2.294 3.271
52 H -26.589 2.562 1.565
53 H -26.409 3.905 2.727
54 H -25.204 0.371 4.404
55 H -24.005 -0.230 3.237
56 H -25.645 0.113 2.686
57 C -19.059 3.021 2.416
58 P -20.633 3.929 2.258
59 C -20.213 5.453 1.337
60 C -19.978 5.288 -0.034
61 C -19.589 6.369 -0.807
62 C -19.414 7.609 -0.223
63 C -19.617 7.785 1.133
64 C -19.963 6.707 1.935
65 C -21.047 4.492 3.952
66 C -20.514 3.835 5.069
67 C -20.865 4.293 6.333
68 C -21.692 5.401 6.489
69 C -22.195 6.056 5.382
70 C -21.887 5.591 4.117
71 P -17.638 3.432 1.272
72 C -16.370 2.193 1.756
73 C -16.479 0.980 1.080
74 C -15.549 -0.037 1.261
75 C -14.443 0.177 2.081
76 C -14.317 1.393 2.764
77 C -15.281 2.379 2.594
78 C -17.041 4.982 2.053
79 C -16.389 5.890 1.243
80 C -15.939 7.121 1.733
81 C -16.184 7.458 3.058
82 C -16.821 6.566 3.925
83 C -17.278 5.343 3.396
84 H -19.280 1.962 2.302
85 H -18.689 3.124 3.413
86 H -20.022 4.300 -0.474
87 H -19.366 6.214 -1.855
88 H -19.115 8.454 -0.866
89 H -19.419 8.756 1.574
90 H -20.081 6.803 2.993
91 H -19.801 3.005 4.959
92 H -20.447 3.790 7.202
93 H -21.889 5.785 7.499
94 H -22.772 6.950 5.541
95 H -22.321 6.119 3.261
96 H -17.316 0.816 0.398
97 H -15.621 -0.943 0.684
98 H -13.661 -0.564 2.143
99 H -13.440 1.592 3.334
100 H -15.147 3.315 3.112
101 H -16.192 5.651 0.206
102 H -15.408 7.792 1.067
103 H -15.839 8.422 3.426
104 H -16.974 6.769 4.981
105 H -17.775 4.650 4.066
106 Te -20.252 2.684 -2.656
107 C -19.209 1.737 -4.223
108 C -17.930 1.202 -3.943
109 C -17.163 0.663 -4.968
110 C -17.663 0.554 -6.282
111 C -18.939 1.054 -6.540
112 C -19.687 1.623 -5.520
113 H -17.517 1.245 -2.939
114 H -16.181 0.222 -4.748
115 H -17.074 0.103 -7.063
116 H -19.377 0.976 -7.516
117 H -20.681 1.989 -5.733

Atoms 1-3, force components in eV/Å:
0.299 1.041 -2.074
0.138 0.412 0.196
0.576 -0.722 1.460